This record from the Open Molecules 2025 dataset describes C13H19Br2Cl2O5S3V as an isolated structure. The level of theory is the ωB97M-V functional and the def2-TZVPD basis.

Output
net charge	-1
orbital gap (spin up / spin down)	7.676 / 8.150	eV
<S²>	3.775
lowest unoccupied orbital energy (spin up / spin down)	2.2 / 2.5	eV
spin multiplicity	4
calculated total energy	-9090.1084	Ha

CARTESIAN COORDINATES (ANGSTROEM)
Br (-3.594, 1.856, 0.539)
Br (0.540, -0.581, 2.683)
V (0.537, -0.712, 0.222)
Cl (0.663, -6.141, -0.257)
Cl (-1.919, -1.349, 0.119)
S (2.971, -0.306, 0.182)
S (0.921, -3.006, -0.112)
S (0.375, 1.391, -1.419)
O (0.399, -0.123, -1.716)
O (1.716, 1.923, -1.576)
O (-0.651, 2.076, -2.144)
O (0.053, 1.261, 0.079)
O (3.655, -1.389, 0.924)
C (4.866, 1.259, 1.410)
C (-1.874, -3.100, 0.082)
C (4.368, -2.586, -2.087)
C (-0.767, -5.166, -0.096)
C (-3.103, -3.731, 0.153)
C (-0.652, -3.767, -0.042)
C (3.715, -0.213, -1.479)
C (-2.504, 1.713, 2.035)
C (-3.156, -5.114, 0.100)
C (3.426, 1.267, 0.924)
C (-1.977, -5.831, -0.027)
C (5.159, 2.494, 2.254)
C (4.852, -1.216, -1.630)
H (4.027, 0.817, -1.632)
H (5.040, 0.350, 1.988)
H (4.500, 2.531, 3.123)
H (5.544, 1.226, 0.552)
H (5.373, -1.322, -0.676)
H (-4.105, -5.627, 0.156)
H (5.566, -0.800, -2.346)
H (3.216, 2.030, 0.175)
H (2.715, 1.390, 1.745)
H (-4.000, -3.136, 0.247)
H (5.209, -3.262, -2.252)
H (5.007, 3.412, 1.684)
H (3.802, -2.513, -3.017)
H (3.717, -3.035, -1.335)
H (-1.757, 2.480, 2.139)
H (-1.985, -6.911, -0.073)
H (2.885, -0.399, -2.161)
H (-2.356, 0.721, 2.429)
H (6.189, 2.488, 2.614)

Atoms 1-3, force components in eV/Å:
Br -0.004 0.011 0.072
Br -0.007 0.080 -0.041
V -0.441 0.379 -0.241

The net atomic charges from natural (NBO), expressed in e, are: atom 1 (Br): 0.0597, atom 2 (Br): -0.4503, atom 3 (V): 0.8642, atom 4 (Cl): 0.0046, atom 5 (Cl): 0.1447, atom 6 (S): 1.3590, atom 7 (S): -0.1458, atom 8 (S): 2.5746, atom 9 (O): -1.0186, atom 10 (O): -1.0236, atom 11 (O): -0.9593, atom 12 (O): -1.0177, atom 13 (O): -0.9630, atom 14 (C): -0.4142, atom 15 (C): -0.0806, atom 16 (C): -0.6078, atom 17 (C): -0.0695, atom 18 (C): -0.2162, atom 19 (C): -0.1032, atom 20 (C): -0.6000, atom 21 (C): -0.4415, atom 22 (C): -0.2234, atom 23 (C): -0.6146, atom 24 (C): -0.2264, atom 25 (C): -0.5961, atom 26 (C): -0.4167, atom 27 (H): 0.2469, atom 28 (H): 0.2311, atom 29 (H): 0.2069, atom 30 (H): 0.1948, atom 31 (H): 0.2279, atom 32 (H): 0.2133, atom 33 (H): 0.1994, atom 34 (H): 0.2708, atom 35 (H): 0.2545, atom 36 (H): 0.2267, atom 37 (H): 0.1993, atom 38 (H): 0.2008, atom 39 (H): 0.1999, atom 40 (H): 0.2312, atom 41 (H): 0.1941, atom 42 (H): 0.2229, atom 43 (H): 0.2650, atom 44 (H): 0.1928, atom 45 (H): 0.2034